# C35H38N4P2PtS2Si2

A molecular structure, C35H38N4P2PtS2Si2 (ωB97M-V/def2-TZVPD, the Open Molecules 2025 dataset).

ΔE to the lowest compared entry with this formula, charge and spin (kJ/mol): 0.0
E_LUMO (eV): 4.23

```
! RIJCOSX wB97M-V def2-TZVPD def2/J DEFGRID3
* xyz -2 1
Pt -0.828 0.664 2.060
C 1.235 3.791 -1.496
Si -0.496 3.142 -1.894
C -1.711 4.052 -0.781
C -0.837 3.719 -3.673
N -0.533 1.496 -1.744
P -1.119 0.137 -1.246
C -0.766 -0.548 0.272
P 0.838 -0.891 0.679
N 1.271 0.288 1.700
Si 2.555 0.539 2.797
C 2.317 -0.376 4.422
C 2.733 2.375 3.128
C 4.206 -0.022 2.064
C 2.035 -1.029 -0.697
C 2.603 0.163 -1.147
C 3.435 0.169 -2.256
C 3.700 -1.015 -2.933
C 3.129 -2.203 -2.499
C 2.306 -2.209 -1.382
C 0.994 -2.498 1.545
C 2.202 -3.176 1.673
C 2.284 -4.339 2.428
C 1.154 -4.830 3.069
C -0.056 -4.160 2.943
C -0.138 -3.004 2.179
C -0.686 -1.134 -2.516
C -0.975 -2.484 -2.319
C -0.636 -3.428 -3.278
C 0.005 -3.033 -4.447
C 0.296 -1.692 -4.650
C -0.052 -0.749 -3.691
C -2.943 0.129 -1.413
C -3.726 -0.730 -0.648
C -5.105 -0.752 -0.805
C -5.714 0.081 -1.732
C -4.940 0.941 -2.499
C -3.562 0.965 -2.336
H 1.318 4.877 -1.610
H 1.972 3.322 -2.157
H 1.496 3.533 -0.466
H -1.592 5.138 -0.839
H -1.550 3.739 0.255
H -2.746 3.806 -1.033
H -0.750 4.807 -3.754
H -1.834 3.435 -4.021
H -0.109 3.271 -4.356
H 1.387 -0.056 4.893
H 3.142 -0.189 5.117
H 2.252 -1.454 4.246
H 1.805 2.807 3.504
H 2.991 2.890 2.198
H 3.525 2.566 3.859
H 4.272 -1.105 1.948
H 5.025 0.289 2.720
H 4.368 0.430 1.081
H 2.364 1.085 -0.631
H 3.864 1.102 -2.601
H 4.343 -1.009 -3.807
H 3.313 -3.125 -3.038
H 1.851 -3.138 -1.057
H 3.087 -2.798 1.176
H 3.231 -4.858 2.519
H 1.218 -5.733 3.665
H -0.940 -4.535 3.445
H -1.071 -2.462 2.067
H -1.453 -2.783 -1.393
H -0.862 -4.475 -3.111
H 0.278 -3.770 -5.193
H 0.807 -1.378 -5.554
H 0.183 0.302 -3.817
H -3.239 -1.350 0.096
H -5.707 -1.401 -0.179
H -6.793 0.075 -1.843
H -5.411 1.603 -3.217
H -2.948 1.638 -2.927
S -0.685 1.869 4.051
C -2.360 2.108 4.449
C -2.642 2.808 5.662
N -2.839 3.375 6.647
C -3.370 1.658 3.655
S -3.089 0.801 2.167
C -4.736 1.877 4.018
N -5.841 2.056 4.292
*
```